73
Properties=species:S:1:pos:R:3:forces:R:3:lowdin_charge:R:1 method="wB97M-V/def2-TZVPD" orbital_gap_ev=6.34 relative_energy_kcal_mol=18.0 homo_energy_ev=-4.129 energy_ha=-9023.3830 charge=-1
Na -0.2713 1.5748 -0.8071 -0.56 -0.69 -1.86 0.02
C -7.1075 0.7719 -2.1488 0.49 -0.09 0.53 -0.18
Si -5.9495 0.5911 -0.6273 -0.66 -0.32 -0.02 0.56
C -7.0370 1.0054 0.9068 0.46 0.00 -0.56 -0.19
C -5.4884 -1.2429 -0.4183 -0.06 0.56 -0.17 -0.22
C -4.5720 1.8785 -0.7373 -0.06 -0.23 0.16 -0.27
C -4.8304 3.1825 -0.3688 -0.02 0.06 0.04 -0.11
C -3.8292 4.1507 -0.4081 0.04 0.24 -0.04 -0.10
C -2.5697 3.7483 -0.8098 -0.27 0.46 0.08 -0.18
N -2.2838 2.5220 -1.2052 -0.06 0.28 0.16 -0.02
C -3.2557 1.5875 -1.2082 -0.36 0.12 -0.12 -0.82
S -2.8502 0.0881 -1.8630 0.32 -0.95 -0.49 0.57
H -7.9633 0.1062 -2.0768 -0.14 -0.17 0.09 0.01
H -6.5780 0.5347 -3.0651 0.18 -0.06 -0.19 0.02
H -7.4855 1.7857 -2.2408 -0.03 0.24 0.04 0.02
H -7.8686 0.3119 0.9813 -0.16 -0.21 -0.07 0.01
H -7.4555 2.0048 0.8578 -0.09 0.27 -0.03 0.01
H -6.4689 0.9354 1.8290 0.19 -0.03 0.17 0.02
H -6.3655 -1.8595 -0.2364 -0.32 0.04 0.10 0.02
H -4.8056 -1.3749 0.4146 0.19 0.00 0.17 0.02
H -4.9859 -1.6051 -1.3065 0.07 -0.03 -0.10 -0.02
H -5.8259 3.4706 -0.0505 -0.07 0.00 0.09 0.09
H -4.0225 5.1799 -0.1386 0.01 0.01 0.04 0.09
H -1.7361 4.4407 -0.8255 0.04 0.14 0.05 0.11
C 3.8350 3.0340 -0.2496 -0.01 0.17 0.09 -0.31
As 2.8250 1.4704 -0.8633 1.40 -0.29 -0.88 1.19
C 4.1398 1.1216 -2.3696 -0.46 0.06 0.13 -0.32
C 3.6400 0.2951 0.5089 0.18 0.05 0.16 -0.35
C 3.3352 -1.2073 0.5187 0.02 -0.11 -0.26 -0.68
C 3.6464 -1.8055 -0.8458 -0.13 0.08 0.07 -0.09
C 1.8762 -1.4540 0.8941 -0.12 -0.19 0.25 -0.34
As 0.4510 -1.1110 -0.4382 0.11 -1.33 -0.16 1.16
C -0.9949 -1.5637 0.7856 -0.20 -0.15 0.18 -0.32
C 0.4290 -2.9043 -1.3434 -0.02 0.36 -0.03 -0.30
C 4.2406 -1.8226 1.6015 -0.05 0.01 0.19 -0.38
As 4.5319 -3.7687 1.9801 0.11 -0.06 -0.23 1.12
C 5.8420 -4.2103 0.5528 -0.11 0.00 0.11 -0.36
C 3.0372 -4.8351 1.2275 0.04 0.18 0.05 -0.36
H 4.8997 2.8061 -0.1612 -0.03 -0.08 -0.08 0.02
H 3.4483 3.3272 0.7205 -0.03 0.03 0.07 0.00
H 3.7002 3.8669 -0.9394 -0.04 -0.05 -0.07 0.02
H 5.1167 0.7774 -2.0297 -0.01 0.02 0.16 0.01
H 4.2669 2.0743 -2.8878 0.00 0.00 0.02 0.01
H 3.7468 0.4058 -3.0927 -0.02 -0.03 0.07 0.00
H 3.3030 0.7348 1.4513 0.05 0.03 0.05 0.07
H 4.7278 0.4429 0.4475 -0.14 0.05 -0.07 0.08
H 3.0180 -1.3078 -1.5907 0.18 -0.17 -0.13 0.04
H 3.4211 -2.8699 -0.8562 0.01 -0.08 -0.11 0.05
H 4.6972 -1.6601 -1.0984 0.05 0.01 -0.13 0.09
H 1.6177 -0.7908 1.7239 -0.05 -0.07 0.08 0.08
H 1.7663 -2.4904 1.2410 -0.13 0.17 -0.08 0.05
H -0.8714 -2.5608 1.2203 0.14 0.07 -0.05 0.03
H -1.9400 -1.5217 0.2454 0.04 0.06 -0.04 -0.03
H -1.0045 -0.8141 1.5710 -0.05 0.03 0.08 0.01
H 0.6737 -3.7170 -0.6561 -0.01 0.10 0.08 0.01
H 1.0963 -2.9533 -2.2052 0.04 0.09 0.08 0.01
H -0.5893 -3.0493 -1.7071 -0.02 0.01 0.01 0.01
H 3.9246 -1.4007 2.5639 0.08 -0.12 -0.05 0.06
H 5.2669 -1.4660 1.4434 -0.01 -0.11 0.05 0.06
H 6.6620 -3.4935 0.5651 -0.02 0.07 0.05 0.01
H 5.3982 -4.2167 -0.4394 -0.09 0.07 -0.07 0.01
H 6.2640 -5.1984 0.7449 -0.07 0.02 0.07 0.00
H 2.1494 -4.7448 1.8515 0.01 0.06 0.02 0.01
H 3.3453 -5.8823 1.2414 0.11 0.06 0.06 0.01
H 2.7802 -4.5702 0.2060 -0.01 0.06 -0.06 -0.01
C -0.6461 3.6925 2.1919 0.73 -0.58 -0.42 -0.11
S 0.5986 2.6451 1.3710 -0.40 0.91 1.09 0.37
O 0.0215 1.3053 1.2523 -0.14 -0.21 0.96 -0.42
O 1.7978 2.6824 2.1812 0.02 0.13 0.11 -0.35
O 0.7397 3.2289 0.0357 0.11 1.02 0.39 -0.44
H -0.6374 3.5124 3.2576 0.03 -0.13 0.19 0.05
H -1.6067 3.4578 1.7587 -0.27 -0.06 -0.10 0.04
H -0.3807 4.7179 1.9727 0.08 0.20 0.01 0.06

***

52
Properties=species:S:1:pos:R:3:forces:R:3:lowdin_charge:R:1 method="wB97M-V/def2-TZVPD" orbital_gap_ev=7.29 homo_energy_ev=-4.443 energy_ha=-1491.4424 charge=-1
C 4.1194 1.1407 3.6944 -0.54 -0.20 -0.40 -0.12
C 3.0957 0.9278 2.5716 0.81 0.49 0.10 -0.25
C 3.5631 1.5569 1.2477 -1.00 -0.37 0.00 -0.18
C 2.9027 0.8604 0.0589 0.70 0.16 0.05 -0.24
O 1.5329 0.7693 0.3197 -0.14 0.05 0.18 -0.15
N 0.9747 -0.3776 -0.3313 -0.06 -0.33 -0.60 -0.01
C -0.3002 -0.6811 0.3401 -0.04 0.15 0.33 -0.48
C -1.3076 0.4435 0.0533 -0.27 -0.13 -0.27 -0.14
C -2.4879 0.5270 0.9898 0.08 0.31 0.26 -0.22
C -2.5858 1.5907 1.8999 -0.62 -0.63 -0.14 -0.04
C -3.6643 1.6662 2.7750 0.07 -0.21 -0.19 -0.09
C -4.6562 0.6871 2.7582 0.24 -0.43 -0.55 -0.11
C -4.5722 -0.3610 1.8361 0.22 0.32 0.14 -0.10
C -3.4970 -0.4382 0.9541 0.18 0.61 0.29 -0.05
C 0.0308 -0.9125 1.8437 0.68 -0.56 -0.05 -0.72
O 0.6639 -1.9813 2.0332 0.26 -0.05 -0.04 -0.07
O -0.2484 -0.0351 2.6543 -0.50 0.66 0.47 0.01
P -0.8649 -2.2295 -0.5674 -0.50 0.11 -0.50 0.93
C -1.4562 -3.3696 0.7296 0.25 -0.10 -0.10 -0.26
O 0.5431 -3.0021 -1.0191 0.15 -0.10 0.34 -0.33
H 4.9886 0.5021 3.5534 0.23 0.06 0.02 0.06
H 3.6497 0.8818 4.6393 0.13 0.03 0.23 0.06
H 4.4168 2.1877 3.7093 0.20 0.09 0.18 0.06
H 2.1837 1.4256 2.8731 -0.42 -0.28 -0.07 0.10
H 2.8964 -0.1316 2.4452 -0.23 -0.15 0.01 0.11
H 4.6440 1.5056 1.1389 0.17 0.12 -0.08 0.11
H 3.2184 2.5903 1.2313 0.37 0.28 0.03 0.11
H 3.3670 -0.1263 -0.0524 -0.20 -0.20 0.03 0.12
H 3.0966 1.4098 -0.8693 -0.03 0.01 -0.16 0.11
H 1.5687 -1.1550 -0.0276 0.05 0.08 0.21 0.09
H -0.7874 1.3949 0.0147 0.13 0.11 0.21 0.11
H -1.7096 0.2717 -0.9490 0.05 0.07 -0.17 0.09
H -1.8087 2.3353 1.9283 0.18 0.05 0.03 0.11
H -3.7142 2.4762 3.4881 -0.04 0.09 0.08 0.09
H -5.4935 0.7048 3.4391 -0.05 0.16 0.14 0.08
H -5.3417 -1.1191 1.8099 -0.09 -0.07 0.01 0.09
H -3.4178 -1.2290 0.2223 -0.12 -0.19 -0.04 0.08
H -2.4692 -3.6682 0.4796 -0.20 -0.05 0.08 0.02
H -1.3720 -2.9450 1.7229 -0.13 0.07 0.08 0.04
H -0.8125 -4.2470 0.7148 0.08 -0.07 -0.05 0.04
H 1.0214 -2.4328 -1.6312 -0.03 -0.01 -0.15 0.02
N 1.0196 1.4701 -4.8465 -0.05 -0.08 0.04 0.05
C 0.4386 1.1679 -6.0060 0.05 0.06 0.03 -0.18
C -0.4438 0.1125 -6.1722 -0.01 -0.02 0.02 -0.09
C -0.7365 -0.6776 -5.0711 -0.02 -0.03 -0.02 -0.08
C -0.1416 -0.3822 -3.8559 -0.03 -0.11 -0.05 -0.07
C 0.7248 0.7009 -3.7953 0.04 0.10 -0.04 -0.14
H 0.6968 1.8096 -6.8428 -0.03 -0.02 -0.02 0.09
H -0.8889 -0.0838 -7.1389 0.01 0.02 -0.01 0.09
H -1.4212 -1.5125 -5.1567 0.00 0.00 0.02 0.10
H -0.3569 -0.9841 -2.9786 0.01 0.19 -0.02 0.04
H 1.1984 0.9656 -2.8587 -0.01 -0.05 0.09 0.09

***

14
Properties=species:S:1:pos:R:3:forces:R:3:lowdin_charge:R:1 method="wB97M-V/def2-TZVPD" orbital_gap_ev=10.74 relative_energy_kcal_mol=94.1 homo_energy_ev=-10.058 energy_ha=-270.4079 charge=0
C 1.0444 -1.3599 0.2754 -0.03 -0.06 0.02 -0.10
C 1.2172 -0.0135 -0.4310 -0.05 0.06 -0.08 -0.22
C -0.0901 0.6260 -0.7932 -0.15 0.03 -0.11 -0.35
C -0.9043 1.0291 -1.6956 0.38 -0.02 0.07 0.20
C -1.1291 1.0658 0.3407 0.08 0.32 0.18 -0.28
O -1.9719 0.0306 0.7544 -0.14 -0.11 -0.16 -0.05
H 0.5485 -2.0757 -0.3869 0.06 0.08 0.11 0.08
H 2.0186 -1.7695 0.5625 -0.15 0.08 -0.05 0.07
H 0.4307 -1.2592 1.1759 0.09 -0.02 -0.13 0.07
H 1.7753 0.6793 0.2137 -0.14 -0.08 -0.10 0.11
H 1.8092 -0.1334 -1.3448 -0.14 0.02 0.13 0.11
H -1.6818 1.9870 0.1196 0.12 -0.22 -0.05 0.11
H -0.4577 1.2973 1.1703 -0.01 0.05 -0.01 0.13
H -2.6090 -0.1040 0.0390 0.08 -0.10 0.18 0.10

***

43
Properties=species:S:1:pos:R:3:forces:R:3:lowdin_charge:R:1 method="wB97M-V/def2-TZVPD" multiplicity=5 orbital_gap_ev="7.61 / 5.90" relative_energy_kcal_mol=0.0 homo_energy_ev="-14.475 / -14.769" energy_ha=-1585.8351 charge=+2
Pt 0.5206 0.4012 0.0015 0.37 0.28 -0.34 1.32
C 0.5164 4.9675 -0.1921 -0.34 -0.04 0.15 0.04
O -0.8561 5.1166 0.2938 0.24 0.08 -0.12 0.04
C -1.7271 4.1816 0.5077 0.00 -0.12 -0.01 -0.14
C -3.0065 4.6544 0.9118 0.18 0.07 -0.05 0.07
C -4.0152 3.7882 1.1864 -0.11 -0.27 0.02 0.01
C -3.7908 2.4005 1.0733 -0.16 0.22 0.08 0.05
C -2.5666 1.8647 0.6736 -0.10 -0.26 0.15 -0.11
C -2.5279 0.4426 0.6234 0.08 0.38 -0.19 0.01
N -1.4971 -0.2855 0.2321 -0.02 -0.33 0.37 -0.13
N -1.7189 -1.5823 0.3117 0.63 -0.02 -0.23 0.15
C -0.5131 -2.3186 0.1863 -0.20 0.19 0.21 -0.36
O 0.5965 -1.7464 0.2855 -0.10 -0.17 -0.01 -0.10
C -0.6497 -3.7374 0.0250 -0.16 -0.12 0.00 -0.15
C -1.9264 -4.3167 -0.0953 0.08 0.00 -0.01 0.01
C -2.0366 -5.6793 -0.2810 -0.02 0.00 0.02 -0.04
C -0.8899 -6.4618 -0.3272 0.03 -0.12 -0.01 -0.02
C 0.3798 -5.8971 -0.1950 -0.04 -0.01 0.00 -0.03
C 0.5038 -4.5392 -0.0205 0.00 0.05 -0.03 0.01
C -1.4669 2.7448 0.3775 -0.13 0.20 -0.19 -0.23
O -0.3184 2.3672 -0.0025 0.00 0.02 0.33 -0.12
H 0.8758 5.9869 -0.2482 0.02 0.03 -0.01 0.11
H 0.5035 4.4966 -1.1681 0.01 -0.03 -0.05 0.11
H 1.0874 4.3845 0.5210 0.05 -0.03 0.02 0.10
H -3.1370 5.7264 0.9837 0.03 -0.01 -0.01 0.15
H -4.9865 4.1527 1.4898 0.01 -0.02 0.00 0.14
H -4.6013 1.7181 1.3015 0.01 0.04 -0.01 0.14
H -3.4033 -0.1148 0.9454 -0.02 0.04 -0.06 0.15
H -2.8097 -3.6981 -0.0396 0.01 0.00 -0.01 0.11
H -3.0116 -6.1358 -0.3798 0.02 -0.01 0.00 0.12
H -0.9816 -7.5323 -0.4615 0.00 0.02 -0.01 0.12
H 1.2589 -6.5256 -0.2271 -0.02 0.00 0.00 0.12
H 1.4776 -4.0822 0.0865 -0.01 0.02 0.00 0.12
C 5.0329 1.4027 0.0503 0.03 0.18 -0.02 -0.23
S 3.8688 0.0950 -0.1826 -0.22 -0.45 0.38 0.94
C 4.3126 -0.4233 -1.8158 0.01 0.06 -0.16 -0.23
O 2.5288 0.8452 -0.3701 -0.22 0.09 -0.15 -0.70
H 6.0299 0.9613 0.0534 -0.01 0.02 0.00 0.08
H 4.8278 1.8522 1.0192 0.03 0.04 -0.02 0.07
H 4.9193 2.1213 -0.7608 0.06 0.04 0.06 0.08
H 5.3375 -0.7956 -1.7833 -0.03 0.00 -0.02 0.08
H 4.2211 0.4285 -2.4896 0.03 -0.07 -0.04 0.08
H 3.6390 -1.2288 -2.1008 0.01 0.01 -0.03 0.07